[1]
{"formula": "C2H4Br2", "method": "ωB97M-V/def2-TZVPD", "elements": ["Br", "C", "H", "H", "H", "H", "C", "Br"], "xyz": [[-8.73, -9.95, -16.57], [-8.14, -8.43, -19.11], [-9.89, -9.51, -18.85], [-7.52, -9.18, -19.60], [-8.62, -7.99, -19.99], [-9.79, -8.12, -17.73], [-9.23, -8.95, -18.18], [-7.01, -7.03, -18.34]], "e_homo_ev": -10.283, "homo_lumo_gap_ev": 11.03, "multiplicity": 1, "lumo_energy_ev": 0.7434, "largest_force_ev_per_a": 0.84, "e_above_lowest_ev": 0.2866}


[2]
{"formula": "C3H14N2O2S", "method": "ωB97M-V/def2-TZVPD", "elements": ["S", "H", "N", "H", "C", "H", "H", "H", "H", "C", "H", "O", "N", "C", "H", "H", "H", "O", "H", "H", "H", "H"], "xyz": [[0.61, 2.37, 1.60], [2.41, 0.38, 0.64], [2.49, -0.08, 2.64], [0.91, -2.11, 1.50], [1.78, -0.15, 1.36], [0.26, -1.22, -0.70], [2.03, -0.65, 3.37], [-3.42, 2.58, -4.82], [3.42, -0.47, 2.52], [1.60, -1.58, 0.84], [-0.09, 0.18, 2.33], [-2.48, 2.36, -4.95], [1.14, -1.70, -0.54], [0.45, 0.58, 1.47], [1.84, -1.37, -1.19], [-4.35, -0.42, -2.20], [-0.15, 0.34, 0.61], [-5.15, -0.24, -1.69], [-5.50, -1.07, -1.36], [-2.26, 2.03, -4.06], [2.52, -2.15, 0.89], [1.95, 2.38, 1.71]], "e_homo_ev": -8.865, "homo_lumo_gap_ev": 9.04, "multiplicity": 1, "lumo_energy_ev": 0.1720, "largest_force_ev_per_a": 1.03, "e_above_lowest_ev": 0.1963}


[3]
{"formula": "C8H10N2", "method": "ωB97M-V/def2-TZVPD", "elements": ["H", "C", "H", "C", "H", "H", "C", "H", "N", "H", "H", "H", "C", "C", "C", "N", "H", "C", "H", "C"], "xyz": [[3.93, 0.09, -0.55], [1.81, -0.69, -0.78], [-2.45, 1.59, 0.60], [-1.45, -1.09, 0.83], [1.61, -1.42, -1.55], [-1.67, 0.32, -1.94], [2.90, 0.01, -0.29], [3.14, 1.44, 1.31], [0.76, -0.47, 0.07], [-1.32, -1.96, 1.47], [-0.58, -1.67, -1.03], [-3.44, 0.78, -0.63], [-0.57, -0.81, -0.27], [2.46, 0.69, 0.90], [-1.27, 0.48, -0.94], [-2.52, -0.41, 0.84], [0.43, 0.85, 1.77], [1.15, 0.34, 1.11], [-0.45, 1.21, -0.94], [-2.47, 0.72, 0.03]], "e_homo_ev": -8.549, "homo_lumo_gap_ev": 9.44, "multiplicity": 1, "lumo_energy_ev": 0.8944, "largest_force_ev_per_a": 4.91, "e_above_lowest_ev": 1.1851}


[4]
{"formula": "C2H2BrClO", "method": "ωB97M-V/def2-TZVPD", "elements": ["H", "C", "O", "H", "Br", "C", "Cl"], "xyz": [[-0.65, 0.05, -1.58], [-1.02, 0.47, -0.66], [1.75, 0.16, 1.85], [2.34, -1.18, 0.37], [-2.28, -0.97, 0.16], [1.64, -0.50, 0.89], [-1.79, 1.97, -1.02]], "e_homo_ev": [-8.365, -9.377], "homo_lumo_gap_ev": [7.07, 9.33], "multiplicity": 1, "lumo_energy_ev": [-1.2919, -0.0476], "largest_force_ev_per_a": 2.50, "e_above_lowest_ev": 4.2077}


[5]
{"formula": "C6H10N", "method": "ωB97M-V/def2-TZVPD", "elements": ["C", "H", "H", "H", "H", "C", "C", "H", "N", "C", "C", "H", "C", "H", "H", "H", "H"], "xyz": [[-0.27, -1.10, -1.51], [1.15, 2.13, -0.61], [0.39, 2.24, 1.00], [-2.40, -1.42, -1.15], [0.08, 0.18, 2.25], [1.05, 1.66, 0.37], [-1.48, -1.20, -0.62], [0.04, -1.39, 1.39], [0.56, 0.30, 0.21], [0.54, -0.43, 1.46], [-0.95, 0.16, -0.87], [-1.33, 1.10, -1.20], [0.77, -0.21, -1.11], [-0.29, -1.40, -2.55], [-1.48, -1.63, 0.37], [1.58, -0.63, 1.73], [2.03, 1.63, 0.84]], "e_homo_ev": -13.384, "homo_lumo_gap_ev": 8.74, "total_charge": 1, "multiplicity": 1, "lumo_energy_ev": -4.6429, "largest_force_ev_per_a": 3.84, "e_above_lowest_ev": 4.7801}


[6]
{"formula": "C7H12N", "method": "ωB97M-V/def2-TZVPD", "elements": ["H", "N", "C", "H", "H", "C", "H", "C", "H", "C", "H", "H", "C", "H", "C", "H", "H", "H", "H", "C"], "xyz": [[1.42, -2.31, 0.04], [-1.06, 0.89, -0.23], [2.42, 1.03, 0.34], [2.47, 1.14, -0.72], [-3.33, -1.06, -1.35], [1.56, -1.27, -0.42], [2.14, 1.89, 1.04], [1.53, -0.16, 0.60], [0.86, -1.21, -1.25], [-2.22, 0.05, 0.11], [-3.69, 0.57, -1.34], [3.44, 0.73, 0.68], [-3.40, -0.21, -0.60], [-0.19, 1.25, 1.73], [-1.25, -0.40, 0.83], [1.79, -0.48, 1.59], [2.57, -1.17, -0.90], [-4.17, -0.33, 0.06], [-0.72, 0.54, -1.07], [-0.17, 0.53, 0.86]], "e_homo_ev": [-12.324, -14.968], "homo_lumo_gap_ev": [8.26, 7.33], "total_charge": 1, "s_squared": 2.00, "multiplicity": 3, "lumo_energy_ev": [-4.0662, -7.6394], "largest_force_ev_per_a": 9.77, "e_above_lowest_ev": 4.7199}


[7]
{"formula": "C14H40IN3O6", "method": "ωB97M-V/def2-TZVPD", "elements": ["H", "O", "H", "H", "H", "C", "H", "H", "C", "C", "H", "H", "C", "H", "H", "H", "H", "C", "H", "H", "I", "O", "H", "H", "H", "H", "N", "H", "O", "H", "O", "H", "H", "O", "C", "H", "H", "H", "H", "H", "C", "H", "H", "C", "C", "H", "H", "O", "H", "H", "C", "N", "C", "H", "C", "C", "H", "N", "C", "H", "H", "H", "H", "H"], "xyz": [[-3.76, -2.46, -0.32], [-2.49, -1.74, 3.21], [0.47, -3.85, -3.34], [-2.10, -3.19, -2.49], [-4.57, -1.28, -1.32], [2.39, 1.58, -5.06], [1.16, -1.56, 2.33], [-0.37, -5.02, 2.95], [-0.46, -1.86, -2.84], [0.38, 3.22, 1.96], [-0.63, 3.23, 1.54], [1.22, -2.88, -1.99], [0.30, 4.08, 3.20], [-0.12, -0.27, 0.60], [2.42, 1.18, -1.84], [-2.20, -3.76, 3.46], [-4.32, -2.59, 3.58], [1.22, 3.91, 0.86], [-0.16, 3.54, 4.03], [1.74, 5.13, -1.40], [2.89, -0.45, 0.37], [0.35, 4.75, 0.06], [1.69, 3.24, 0.14], [0.81, 0.81, -6.02], [-1.41, -2.75, 4.69], [1.36, 1.63, 1.37], [-0.04, -0.52, -2.36], [-3.55, -1.92, 4.94], [1.16, 0.86, -5.12], [1.71, 6.33, -0.15], [-2.61, -1.39, -1.69], [2.23, 2.66, -5.14], [-0.19, 5.04, 3.00], [-0.95, 0.21, 0.51], [-3.73, -1.71, 3.88], [-0.85, -2.79, 1.71], [-1.21, -2.83, -1.07], [3.13, 0.18, -3.63], [1.28, 4.42, 3.58], [3.98, 1.76, -3.75], [0.68, -2.85, -2.94], [1.92, 4.59, 1.37], [0.51, -0.04, -3.05], [0.31, -4.16, 2.88], [-1.61, -2.35, -1.97], [-0.86, -1.64, -3.83], [1.48, -2.46, -3.58], [2.24, 1.76, -2.61], [-4.30, -0.82, 3.61], [-4.07, -2.75, -2.14], [2.99, 1.27, -3.67], [0.87, 1.87, 2.24], [-0.45, -2.82, 2.74], [0.31, 6.32, -1.20], [-3.80, -2.06, -1.33], [1.05, 5.67, -0.75], [0.91, -4.11, 3.80], [0.35, -1.62, 2.96], [-1.69, -2.80, 3.62], [0.89, -4.36, 1.98], [1.62, 1.87, 2.93], [0.86, -1.88, 3.82], [3.05, 1.12, -5.80], [0.56, -0.73, -1.54]], "e_homo_ev": 1.608, "homo_lumo_gap_ev": 2.99, "total_charge": -2, "multiplicity": 1, "lumo_energy_ev": 4.5954, "largest_force_ev_per_a": 2.16}


[8]
{"formula": "C7H14O2", "method": "ωB97M-V/def2-TZVPD", "elements": ["C", "H", "H", "H", "H", "C", "O", "H", "H", "C", "H", "C", "C", "H", "H", "H", "H", "C", "C", "H", "O", "H", "H"], "xyz": [[1.67, -0.42, 2.30], [-1.71, -2.42, 2.25], [1.32, 2.30, -1.56], [2.80, -0.30, 2.07], [-1.12, 1.39, 0.81], [0.63, 0.32, -1.36], [-1.28, -2.29, 1.36], [2.42, -0.39, -0.24], [-0.06, 1.96, -2.67], [-1.37, -0.35, -2.58], [-0.15, -1.58, -1.41], [-0.31, -0.60, -1.82], [0.73, 1.52, -1.98], [-2.12, 2.64, 0.71], [-1.69, 0.72, -2.94], [-2.10, -0.90, -3.01], [1.58, -1.43, 2.78], [1.38, -0.04, -0.16], [0.87, -0.16, 1.08], [-0.45, -1.96, 1.38], [-2.10, 1.76, 0.73], [1.30, 0.35, 3.02], [-0.25, -0.12, 1.24]], "e_homo_ev": [-14.223, -14.213], "homo_lumo_gap_ev": [8.87, 6.12], "total_charge": 1, "s_squared": 0.78, "multiplicity": 2, "lumo_energy_ev": [-5.3515, -8.0940], "largest_force_ev_per_a": 8.05, "e_above_lowest_ev": 1.6965}